No. 1
# C57H69BrN6O7S2ScSiTe

A structure of composition C57H69BrN6O7S2ScSiTe in a non-equilibrium geometry (ωB97M-V/def2-TZVPD, the OMol25 dataset).

XYZ file:
```
145
Properties=species:S:1:pos:R:3:forces:R:3:lowdin_spin:R:1
Sc 2.40652 0.27704 0.10013 0.5 -1.2 1.3 0.02
N 2.00878 3.82098 2.88419 0.0 -0.1 -0.2 0.02
C 1.68931 2.89040 1.96343 -0.4 0.1 0.2 0.01
N 2.04916 1.65270 2.00769 0.5 -0.2 -0.3 0.01
C 2.93362 1.26012 3.02890 0.2 -0.9 0.0 0.09
N 3.51354 0.10342 3.00339 0.1 0.5 0.2 -0.05
N 3.37541 -0.60180 1.85531 -0.5 0.5 0.0 0.16
C 4.14671 -1.68836 1.79106 0.2 -0.2 0.0 0.23
C 4.46042 -2.24584 0.53872 0.0 0.0 0.1 0.07
C 5.38202 -3.31273 0.42183 0.0 -0.1 -0.1 0.06
C 5.73074 -3.77572 -0.81847 -0.1 0.1 0.1 0.03
C 5.15891 -3.17373 -1.94727 -0.1 0.0 -0.1 0.10
C 4.26039 -2.14081 -1.75731 0.0 0.0 -0.2 0.00
N 3.89792 -1.67176 -0.56720 -0.1 0.4 0.3 0.11
C 3.26015 2.18624 4.10090 0.0 0.3 0.1 0.00
C 4.03946 1.83271 5.20212 -0.1 0.1 -0.1 0.02
C 4.40237 2.78986 6.13231 0.0 -0.1 0.0 0.00
C 4.00511 4.11017 5.97040 -0.1 0.1 0.0 0.03
C 3.21733 4.47426 4.88961 0.0 0.1 0.0 0.00
C 2.84513 3.51542 3.96063 0.1 -0.4 0.3 0.02
H 1.85758 4.78981 2.65903 -0.1 0.0 -0.1 0.00
H 0.99762 3.20852 1.19387 0.2 0.0 -0.1 0.00
H 4.64197 -2.03545 2.69219 0.0 0.0 0.0 0.01
H 5.80909 -3.72990 1.32409 0.0 0.0 0.0 0.00
H 6.43064 -4.59442 -0.92813 0.0 0.0 0.0 0.00
H 5.40399 -3.51105 -2.94404 0.0 0.1 0.0 0.01
H 3.79224 -1.66347 -2.61124 0.0 0.0 0.0 0.00
H 4.36300 0.80620 5.29134 0.0 0.0 0.0 0.00
H 5.00138 2.50713 6.98732 0.0 0.0 0.0 0.00
H 4.30295 4.85685 6.69351 0.0 0.0 0.0 0.00
H 2.89883 5.50156 4.76137 0.0 0.0 0.0 0.00
O 1.50836 1.91937 -0.96589 0.1 0.5 0.0 0.00
S 2.08120 1.65773 -2.30543 -0.9 0.5 -1.9 0.00
O 1.13171 1.96984 -3.35550 0.2 0.2 0.1 0.00
O 2.47418 0.24064 -2.33906 0.5 0.3 0.5 0.00
C 3.43164 2.78299 -2.71412 -0.1 0.0 0.1 0.00
C 3.37642 3.30475 -4.00265 -0.1 -0.1 -0.1 0.00
C 4.28027 4.27167 -4.40952 0.2 0.0 0.1 0.00
C 5.27155 4.70461 -3.54105 0.0 0.0 0.0 0.00
C 5.34926 4.16938 -2.26683 0.1 0.0 0.2 0.00
C 4.42654 3.22445 -1.85402 -0.1 -0.4 0.2 0.00
S 4.41600 2.71091 -0.15776 0.8 1.5 0.3 0.00
O 5.72614 2.89082 0.39534 0.1 -0.4 -0.3 0.00
O 3.40565 3.56643 0.42629 0.1 0.0 -0.1 0.00
O 4.00433 1.28803 -0.25151 2.0 1.0 -0.2 0.00
H 2.59976 2.95969 -4.66619 0.0 0.1 0.0 0.00
H 4.21002 4.69192 -5.40288 0.0 0.0 0.0 0.00
H 5.97817 5.46285 -3.84936 0.0 0.0 0.0 0.00
H 6.10834 4.47775 -1.56109 0.0 0.0 0.0 0.00
C -2.72544 -2.35473 -8.32257 0.0 0.0 0.1 0.00
C -2.12293 -1.95789 -7.00589 0.0 0.0 0.0 0.00
C -1.99064 -0.63222 -6.63954 0.0 0.0 0.1 0.00
C -1.46976 -0.25825 -5.40736 0.1 0.1 0.2 0.00
C -1.41572 1.22003 -5.14990 -0.2 -0.1 0.0 0.00
C -1.06484 -1.22497 -4.46415 0.1 0.2 -0.4 0.00
Te -0.49259 -0.33550 -2.51137 -1.9 -1.7 -0.9 0.00
N -0.14436 -2.12787 -1.71454 0.4 0.2 0.2 0.00
C 0.76007 -2.14257 -0.76839 -0.6 0.1 -0.2 0.00
O 1.12715 -1.11524 -0.09282 -1.1 -1.7 -0.5 0.00
C 1.37002 -3.46139 -0.44245 0.1 0.0 0.2 0.00
C 1.85726 -4.27650 -1.45769 -0.2 0.0 0.0 0.00
C 2.48960 -5.46837 -1.14801 -0.1 -0.1 0.0 0.00
C 2.62373 -5.85867 0.17692 0.0 0.0 0.0 0.00
C 2.14910 -5.04100 1.19150 -0.1 -0.1 0.1 0.00
C 1.54149 -3.83554 0.88606 -0.1 0.1 0.0 0.00
C -2.61361 -0.00233 -2.16199 0.1 0.5 0.2 0.00
C -3.60698 -0.98208 -2.12712 0.3 -0.3 -0.1 0.00
C -3.30553 -2.44217 -2.31188 0.0 0.1 -0.1 0.00
C -4.92883 -0.60398 -1.90388 0.0 0.1 0.0 0.00
C -5.29087 0.71761 -1.71655 0.0 0.0 0.0 0.00
C -6.71354 1.12171 -1.45058 0.1 0.0 0.0 0.00
C -4.29107 1.68262 -1.76556 0.0 -0.1 -0.1 0.00
C -2.96061 1.35192 -1.97963 0.2 0.0 0.0 0.00
C -1.95046 2.47035 -1.98722 0.0 0.0 0.0 0.00
C -1.13847 -2.58061 -4.85433 0.1 -0.1 0.2 0.00
C -0.69530 -3.80436 -4.08756 0.0 0.1 0.1 0.00
C -1.67265 -2.90116 -6.10263 -0.1 0.2 0.0 0.00
H -3.02057 -1.47546 -8.89195 0.0 0.0 -0.1 0.00
H -3.60691 -2.97721 -8.16609 0.0 0.0 0.0 0.00
H -2.01266 -2.92895 -8.91496 0.0 0.0 0.0 0.00
H -2.31849 0.14804 -7.31648 0.0 0.0 0.0 0.00
H -1.29095 1.75710 -6.08942 0.0 0.0 0.0 0.00
H -0.58717 1.49019 -4.50694 0.1 0.2 0.1 0.00
H -2.35775 1.54283 -4.70054 0.0 0.1 0.0 0.00
H 1.76328 -3.95019 -2.48411 0.0 0.0 0.0 0.00
H 2.87968 -6.09447 -1.93974 0.0 0.0 0.0 0.00
H 3.09997 -6.79873 0.42321 0.0 0.0 0.0 0.00
H 2.26273 -5.34062 2.22497 0.0 0.0 0.0 0.00
H 1.19783 -3.17383 1.67128 0.0 0.0 0.0 0.00
H -2.26993 -2.65712 -2.06724 0.0 -0.2 0.0 0.00
H -3.47948 -2.72950 -3.35094 0.0 0.0 0.0 0.00
H -3.95550 -3.05159 -1.68460 0.0 0.0 0.0 0.00
H -5.69212 -1.37315 -1.86347 0.0 -0.1 0.0 0.00
H -7.33348 0.25624 -1.22314 0.0 0.0 0.0 0.00
H -7.13474 1.62646 -2.32163 0.0 0.0 0.0 0.00
H -6.75927 1.81728 -0.61202 0.0 0.0 0.0 0.00
H -4.55712 2.72404 -1.62347 0.0 0.0 0.0 0.00
H -2.43232 3.40759 -1.71251 0.0 0.0 0.0 0.00
H -1.48936 2.60047 -2.96431 0.0 0.1 0.0 0.00
H -1.13793 2.28896 -1.28551 0.0 0.0 0.1 0.00
H -0.32872 -3.56976 -3.10383 0.0 -0.1 0.1 0.00
H 0.08384 -4.32051 -4.65251 0.0 0.0 0.0 0.00
H -1.53495 -4.49546 -3.99248 0.0 0.0 0.0 0.00
H -1.74749 -3.95193 -6.36063 0.1 0.0 0.0 0.00
C -4.33706 1.86394 1.98235 0.2 -0.1 0.1 0.00
C -3.22147 1.92582 3.03437 0.2 -0.1 -0.1 0.00
C -3.86626 2.02828 4.42406 0.2 -0.2 -0.1 0.00
C -2.43528 3.21443 2.74568 0.0 -0.2 0.0 0.00
Si -2.08710 0.35327 2.92744 0.2 0.2 -0.4 0.00
Br -0.78329 0.73201 0.93453 -1.5 0.0 1.3 0.00
C -0.79199 0.21684 4.36331 0.0 0.0 -0.3 0.00
C -1.40921 -0.34173 5.65277 -0.2 0.0 -0.3 0.00
C -0.20573 1.60084 4.67528 -0.2 -0.1 -0.1 0.00
C 0.37512 -0.69251 3.94553 -0.1 0.0 -0.1 0.00
C -3.05483 -1.28708 2.57487 0.2 0.1 -0.1 0.00
C -4.15878 -1.52961 3.61377 0.2 0.3 0.0 0.00
C -3.68774 -1.27562 1.17968 0.1 0.1 0.1 0.00
C -2.08156 -2.47559 2.59699 0.0 0.2 0.1 0.00
H -4.87480 2.81587 1.97219 0.0 0.1 0.0 0.00
H -5.05824 1.07860 2.20471 -0.1 0.0 0.0 0.00
H -3.92014 1.69498 0.98966 -0.1 0.0 -0.1 0.00
H -4.56672 2.86647 4.44508 0.0 0.0 0.0 0.00
H -3.11825 2.19271 5.19916 0.0 0.1 0.1 0.00
H -4.41389 1.11869 4.67275 -0.1 0.0 0.1 0.00
H -3.11843 4.06597 2.80311 0.0 0.0 0.0 0.00
H -2.01565 3.17819 1.74063 0.0 0.1 0.0 0.00
H -1.62706 3.38303 3.45310 0.0 0.1 0.0 0.00
H -2.24093 0.27283 5.99848 0.0 0.0 0.1 0.00
H -0.64930 -0.35972 6.43712 0.0 0.0 0.0 0.00
H -1.77209 -1.36035 5.51538 0.0 -0.1 0.1 0.00
H -0.94019 2.25026 5.15206 0.0 0.1 0.0 0.00
H 0.15482 2.07784 3.76667 0.0 0.1 0.1 0.00
H 0.64024 1.49635 5.35905 0.0 0.0 0.0 0.00
H 0.07553 -1.73785 3.90442 0.1 0.0 0.0 0.00
H 1.18671 -0.60758 4.67228 0.0 0.0 0.1 0.00
H 0.78063 -0.41460 2.97332 0.1 -0.1 0.0 0.00
H -4.94400 -0.77730 3.53710 -0.1 0.0 0.0 0.00
H -3.76928 -1.50874 4.63174 -0.1 -0.1 0.1 0.00
H -4.61123 -2.50892 3.44165 0.0 0.0 0.0 0.00
H -4.49930 -0.55964 1.09119 0.0 0.0 -0.1 0.00
H -4.09232 -2.26695 0.95859 0.0 -0.1 0.0 0.00
H -2.94582 -1.03610 0.42065 0.0 0.0 -0.1 0.00
H -1.70114 -2.66902 3.59921 0.0 0.0 0.0 0.00
H -1.24207 -2.30102 1.92116 0.1 -0.1 0.0 0.00
H -2.59833 -3.37702 2.25858 -0.1 0.0 0.0 0.00
```
Positions in Å, forces in eV/Å.

LUMO level (spin up / spin down): 0.20 / 0.16 eV
multiplicity: 2
largest force on an atom: 0.05252 Eh/bohr
expectation value of S²: 0.7816
E_HOMO (spin up / spin down): -4.97 / -7.10 eV
orbital gap (spin up / spin down): 5.1725 / 7.2618 eV
E_tot: -7757.5256 hartree

=====

No. 2
# C5H7N5

The molecule C5H7N5 in a non-equilibrium geometry (ωB97M-V/def2-TZVPD, the OMol25 dataset).

XYZ file:
```
17
Properties=species:S:1:pos:R:3:forces:R:3:nbo_charge:R:1
C -2.68687 1.41227 0.43704 -0.8 0.4 -0.7 0.18
C -2.35824 0.09651 0.28942 3.8 -1.4 -0.3 0.02
C -0.07703 -0.63661 -0.08585 -3.8 -0.2 0.5 0.44
C 1.00815 1.56911 -0.41370 1.3 -2.6 -2.0 -0.39
C 2.31461 -0.52494 0.26136 1.0 -3.4 0.4 -0.40
N -2.87744 2.55027 0.41172 0.1 0.3 0.3 -0.30
N -2.75521 -1.05663 0.08527 -1.3 0.0 0.5 -0.18
N -0.55094 -1.79786 -0.13472 1.5 -0.3 -0.3 -0.35
N -1.88829 -2.06594 0.01101 0.4 -0.5 0.0 -0.24
N 1.07762 -0.01934 -0.06358 -2.4 5.4 -0.9 -0.46
H 1.99716 2.06718 -0.25256 -1.0 -0.6 1.0 0.21
H 1.02121 1.65564 -1.55724 -0.9 -0.3 1.5 0.21
H 0.12201 1.93545 0.08324 0.1 0.4 -0.1 0.24
H 3.06003 0.22842 0.28992 0.7 0.5 -0.5 0.21
H 2.33818 -0.99880 1.24242 -0.2 0.0 0.4 0.20
H 2.45914 -1.37415 -0.43656 1.0 0.5 0.2 0.20
H -2.20408 -3.04059 -0.16718 0.4 1.7 0.0 0.41
```
Positions in Å, forces in eV/Å.

LUMO level (spin up / spin down): 0.00 / 0.00 eV
largest force on an atom: 0.11661 Eh/bohr
E_HOMO (spin up / spin down): -7.97 / -7.97 eV
orbital gap (spin up / spin down): 7.9683 / 7.9670 eV
E_tot: -468.2819 hartree

=====

No. 3
# H12LiO6

A structure of composition H12LiO6 in a non-equilibrium geometry (ωB97M-V/def2-TZVPD, the OMol25 dataset).

XYZ file:
```
19
Properties=species:S:1:pos:R:3:forces:R:3:nbo_charge:R:1
Li 16.03200 13.90900 39.17000 -0.4 -0.3 0.2 0.88
O 13.84700 12.99000 39.41600 6.0 -1.4 4.3 -0.92
H 13.42700 13.24800 40.20800 -0.7 0.4 1.4 0.48
H 13.28000 13.12300 38.78600 -5.2 1.1 -5.7 0.46
O 18.25000 14.91900 38.78600 0.3 -0.1 1.4 -1.00
H 19.04300 15.27200 38.31200 -0.8 -0.5 1.1 0.51
H 18.42200 14.76100 39.77600 0.3 0.6 -2.4 0.50
O 15.30700 15.84600 40.07100 1.5 1.6 -1.6 -0.96
H 15.74900 16.41900 39.34300 -1.2 -1.4 1.8 0.48
H 15.51700 16.36800 40.86500 -0.2 -0.3 -0.2 0.49
O 16.70400 12.21400 38.19900 0.5 -0.6 1.6 -0.98
H 16.84400 12.62900 37.35200 0.6 0.0 -0.5 0.50
H 17.53400 11.80800 38.55900 -1.0 0.7 -1.2 0.50
O 16.64200 13.08500 41.02100 0.5 1.0 -2.7 -1.00
H 16.78300 12.14900 40.88500 -0.3 -0.2 1.2 0.52
H 16.42600 13.46700 41.85000 -0.2 -0.7 1.4 0.51
O 15.39700 14.58400 37.35400 -1.0 -2.4 0.1 -0.98
H 14.56600 14.27500 36.91000 1.2 0.9 0.5 0.51
H 15.57800 15.48000 37.17800 -0.1 1.6 -0.8 0.49
```
Positions in Å, forces in eV/Å.

LUMO level: -3.30 eV
largest force on an atom: 0.15101 Eh/bohr
charge: +1
E_HOMO: -15.38 eV
orbital gap: 12.0799 eV
E_tot: -466.0195 hartree

=====

No. 4
# C3H8NS

A cluster of 2 separate species, C3H8NS in total in a non-equilibrium geometry (ωB97M-V/def2-TZVPD, the OMol25 dataset).

XYZ file:
```
13
Properties=species:S:1:pos:R:3:forces:R:3:nbo_charge:R:1
S -1.19353 -1.57555 1.78937 -0.4 -1.0 0.7 -0.93
H -1.14463 -2.89076 1.42155 0.0 0.6 0.1 0.10
C -1.34901 1.64545 -0.45730 -0.2 -1.0 0.1 -0.57
C -0.15647 1.04211 -0.72019 -0.7 -1.0 0.6 0.02
N 0.16894 -0.31616 -0.51789 -0.6 0.9 0.2 -0.70
C 1.53936 -0.54960 -0.06949 0.1 -0.6 0.1 -0.41
H -2.22907 1.04778 -0.05877 1.4 0.8 -0.4 0.21
H -1.49909 2.71669 -0.62169 0.1 -0.5 -0.1 0.18
H 0.68144 1.57877 -1.14943 0.0 0.5 0.0 0.15
H -0.47710 -0.79878 0.21850 0.6 0.5 -1.0 0.40
H 1.70646 -1.67247 -0.00758 -0.1 1.4 -0.2 0.20
H 2.25443 -0.08387 -0.79060 -0.3 -0.4 0.5 0.16
H 1.69828 -0.14361 0.96350 0.1 -0.2 -0.7 0.18
```
Positions in Å, forces in eV/Å.

LUMO level: 4.24 eV
largest force on an atom: 0.03188 Eh/bohr
charge: -1
E_HOMO: -3.04 eV
orbital gap: 7.2862 eV
E_tot: -572.0456 hartree

=====

No. 5
# C12H21N4O12S4

A cluster of 3 separate species, C12H21N4O12S4 in total in a non-equilibrium geometry (ωB97M-V/def2-TZVPD, the OMol25 dataset).

XYZ file:
```
53
Properties=species:S:1:pos:R:3:forces:R:3:nbo_charge:R:1
C 1.01332 3.68712 2.44827 -0.6 -0.4 -0.1 -0.65
C 0.34166 2.78490 1.33853 0.1 -0.2 2.4 0.07
C -0.18922 1.50879 2.07581 -0.3 1.0 -1.9 -0.11
O 1.01114 0.74923 2.38378 -0.3 -1.0 -0.3 -0.54
C 0.74736 -0.43653 2.97327 1.7 1.0 -0.9 0.79
O -0.02626 -0.55111 3.84166 -1.6 -1.0 1.5 -0.51
C 1.58839 -1.64065 2.45840 -0.1 0.2 0.1 -0.66
S 2.57157 -1.18881 0.97838 -0.4 0.0 -0.5 0.52
N 4.24954 -1.24226 1.39283 -0.5 0.4 1.5 -0.26
C 4.98173 -0.60299 2.31629 0.8 -0.7 -0.8 0.21
N 6.27496 -1.01359 2.15753 -1.0 0.7 0.6 -0.20
N 6.30470 -1.85983 1.16739 0.5 0.1 -0.1 0.08
N 5.10855 -1.99826 0.72760 -0.7 -0.4 -0.5 -0.11
O 1.31709 2.27033 0.39642 0.3 0.6 0.0 -0.53
C 1.97983 3.25208 -0.25362 1.5 -1.9 -0.2 0.80
O 1.54988 4.32013 -0.44671 -1.0 2.5 -0.3 -0.54
C 3.37460 2.82527 -0.78836 -0.5 -1.1 -0.1 -0.59
S 4.25585 1.99106 0.60262 0.2 0.0 0.3 -0.12
H 2.08200 3.43633 2.57819 -0.4 0.3 -0.2 0.22
H 0.82962 4.76241 2.29079 0.4 -0.5 -0.1 0.24
H 0.50912 3.41813 3.40007 0.4 0.3 -0.5 0.22
H -0.47128 3.35015 0.85289 0.3 -0.5 0.0 0.22
H -0.82906 0.98377 1.32629 0.9 0.0 1.1 0.25
H -0.78580 1.76087 2.96556 0.4 -0.1 -0.3 0.21
H 0.84294 -2.39358 2.12345 0.6 0.3 0.1 0.29
H 2.19786 -2.09517 3.25890 -0.3 0.3 -0.4 0.28
H 4.57280 0.11304 3.03344 0.3 -0.3 -0.3 0.28
H 4.78550 -2.57019 -0.05552 0.4 0.0 0.2 0.46
H 3.16913 2.03727 -1.54406 0.3 0.6 0.2 0.24
H 3.92271 3.66624 -1.23189 -0.3 -0.3 0.4 0.27
H 5.59572 2.07483 0.37247 -0.6 0.4 -0.5 0.15
C -2.75266 1.73188 -2.62630 0.3 -0.3 -0.3 -0.10
C -3.82834 0.66880 -2.72891 -0.4 0.5 -0.2 -0.11
O -3.84322 0.03587 -1.44318 0.4 3.1 -0.4 -0.66
S -3.46938 1.12256 -0.32164 -0.5 -0.1 -1.0 2.56
O -4.66529 1.61344 0.25545 0.3 0.1 0.4 -0.88
O -2.39960 0.60834 0.46999 -0.7 -0.1 -0.2 -0.94
O -2.87986 2.25774 -1.30366 -0.2 -0.2 0.3 -0.69
H -1.75472 1.29728 -2.72776 0.0 0.0 0.0 0.18
H -2.87873 2.52251 -3.36293 0.0 0.1 0.2 0.22
H -3.62112 -0.06008 -3.51040 0.0 -0.2 0.2 0.22
H -4.81131 1.11444 -2.89964 0.0 0.0 -0.1 0.20
C -2.95301 -5.11773 -2.15110 -0.2 -0.4 -0.3 -0.10
C -2.57064 -4.04859 -3.15609 0.5 0.0 0.2 -0.10
O -3.62326 -3.08418 -3.08067 -0.3 -0.2 0.3 -0.69
S -4.19403 -3.03136 -1.56972 0.3 -0.5 0.2 2.54
O -3.58122 -1.94135 -0.89759 0.1 -2.9 0.6 -0.89
O -5.59897 -3.19908 -1.61754 0.0 0.3 0.0 -0.88
O -3.52002 -4.40525 -1.04863 0.2 0.5 -0.3 -0.68
H -3.71630 -5.78660 -2.55496 0.1 0.0 0.0 0.20
H -2.09598 -5.70320 -1.82436 -0.1 0.1 0.2 0.21
H -2.48159 -4.43989 -4.16698 -0.2 0.1 0.0 0.22
H -1.63670 -3.55455 -2.87404 0.0 -0.1 0.0 0.18
```
Positions in Å, forces in eV/Å.

LUMO level: -4.47 eV
largest force on an atom: 0.06146 Eh/bohr
charge: +1
E_HOMO: -12.40 eV
orbital gap: 7.9219 eV
E_tot: -3184.0725 hartree

=====

No. 6
# C4H5NO2

A structure of composition C4H5NO2 (ωB97M-V/def2-TZVPD, the OMol25 dataset).

XYZ file:
```
12
Properties=species:S:1:pos:R:3:forces:R:3:nbo_charge:R:1
C 1.16226 -0.47659 0.04498 -0.7 0.5 -0.2 0.60
C 0.23667 0.51504 0.01883 0.5 0.0 -0.1 -0.12
N 0.14527 1.91188 0.01181 0.4 0.7 -0.2 -0.83
C -2.07894 -0.74836 -0.01325 0.2 -0.2 0.1 -0.49
O 2.48117 -0.62764 0.01410 -0.4 -0.1 0.1 -0.64
C -0.78245 -0.53421 0.02847 0.7 0.0 0.0 0.32
O 0.28241 -1.54699 0.06731 -0.2 -0.2 0.2 -0.52
H 2.69102 -1.56740 0.09468 0.0 0.0 0.0 0.50
H 0.77324 2.38714 0.65200 -0.2 -0.4 0.2 0.37
H 0.33087 2.34025 -0.88967 -0.2 -0.3 -0.1 0.37
H -2.75024 0.07795 -0.15894 -0.1 0.2 0.2 0.23
H -2.49128 -1.73107 0.12968 0.0 -0.2 -0.2 0.22
```
Positions in Å, forces in eV/Å.

LUMO level: 0.60 eV
largest force on an atom: 0.01752 Eh/bohr
E_HOMO: -8.12 eV
orbital gap: 8.7190 eV
E_tot: -360.5679 hartree

=====

E_tot of number 5 (C12H21N4O12S4)? -3184.0725 hartree